# 1
A cluster of 11 separate species, C22H66O11 in total at a distorted geometry. Source: the OMol25 dataset; level of theory: wB97M-V/def2-TZVPD.

Element x y z (Å)
1 O -4.5432 1.8469 -2.2669
2 O -0.7713 0.5704 -0.2842
3 O -0.1909 3.4484 -0.7311
4 O 2.6074 3.6880 4.0232
5 O 3.0858 2.2579 -3.6787
6 O -0.2608 -0.0424 -5.7971
7 O -2.8339 -2.4944 0.6545
8 O 3.0457 -4.9319 0.0116
9 O 5.1511 -3.1664 1.3189
10 O -3.5407 0.4180 0.4523
11 O 1.8823 -1.6501 6.9149
12 C -0.2226 -0.7009 -0.6325
13 C -5.3394 -2.7260 0.2522
14 C -3.4467 1.3714 1.4898
15 C -3.8159 2.6625 0.8323
16 C 2.6545 -5.9003 2.1596
17 C -5.8357 1.3658 -2.6776
18 C -0.8784 3.4850 -1.9651
19 C 1.7528 -1.4298 4.4484
20 C 2.1208 -5.0480 1.0865
21 C 2.5746 3.4753 2.6168
22 C 4.4145 0.9741 -1.8975
23 C 2.6293 -1.6322 5.7093
24 C -6.9132 2.2810 -2.1431
25 C -3.8904 -3.1100 -0.1322
26 C 0.7507 -0.9505 0.5070
27 C 5.3935 -0.7490 1.2552
28 C 1.5490 2.3189 2.3138
29 C -2.0165 0.5211 -4.4979
30 C 4.4099 -1.9243 1.2229
31 C -0.0169 4.3845 -2.9594
32 C 3.1599 1.7819 -2.2871
33 C -0.5705 0.8785 -4.7892
34 H 3.6980 -5.6864 2.3911
35 H 3.5895 3.2092 2.3214
36 H -2.1633 -3.1743 0.7522
37 H 1.1001 -0.5626 4.3474
38 H 3.6893 -1.8507 2.0374
39 H 0.1489 0.8289 -3.9718
40 H -5.5193 -1.8020 -0.2973
41 H 6.0326 -0.7831 0.3729
42 H -0.0618 2.5123 -0.5618
43 H 1.7477 1.3689 2.8098
44 H -5.5560 -2.4528 1.2850
45 H -2.9934 2.8222 0.1352
46 H 0.2126 5.4153 -2.6891
47 H -4.6844 2.6312 0.1744
48 H -2.1762 -0.4617 -4.0544
49 H 4.5726 0.1038 -2.5345
50 H 1.3301 -1.8362 0.2463
51 H 2.0033 -5.6584 2.9996
52 H -0.4934 1.8799 -5.2126
53 H -5.9628 0.3627 -2.2707
54 H -1.8716 3.8934 -1.7783
55 H 0.6900 -0.0606 -5.9280
56 H -7.8885 1.9244 -2.4744
57 H -1.1083 2.4657 -2.2754
58 H 0.3074 -1.0603 1.4967
59 H -6.8547 3.2342 -2.6686
60 H -3.8269 -4.1945 -0.0426
61 H 1.4633 2.0198 1.2692
62 H -2.3953 1.3006 -3.8369
63 H -6.8744 2.3339 -1.0551
64 H 1.0379 -2.2334 4.2717
65 H 0.9437 3.8776 -3.0513
66 H 3.4780 -0.9484 5.6962
67 H -3.8442 3.4539 1.5813
68 H -1.7302 0.5591 -0.3297
69 H 0.2762 -0.6866 -1.6016
70 H -5.8662 1.2110 -3.7562
71 H 1.5965 -0.2634 0.4809
72 H 2.9814 2.5535 -1.5382
73 H 6.1162 -0.5234 2.0394
74 H -1.1166 -1.3245 -0.6248
75 H 0.5674 2.6208 2.6791
76 H 2.3647 4.3366 1.9825
77 H 2.3409 1.0948 -2.0746
78 H 1.1852 -5.4548 0.7028
79 H 3.7944 -1.8629 0.3254
80 H -4.1030 0.9348 2.2426
81 H 4.5521 -3.8717 1.0635
82 H 4.8249 0.1766 1.1648
83 H 4.1821 0.6322 -0.8889
84 H 2.3817 -1.4033 3.5585
85 H 3.5253 3.7884 4.2856
86 H -2.5587 0.5497 -5.4430
87 H -3.6649 -2.7817 -1.1468
88 H -2.4830 1.3892 1.9989
89 H 5.3955 1.4440 -1.9678
90 H 2.7133 -5.3772 -0.7713
91 H -3.2814 -0.4715 0.7039
92 H 1.9996 -4.0409 1.4853
93 H -4.2600 1.3193 -1.5166
94 H 2.8766 1.4599 -4.1696
95 H -6.0444 -3.5297 0.0394
96 H 2.5463 -6.9101 1.7639
97 H 2.4648 -1.4339 7.6466
98 H -0.4529 4.3690 -3.9583
99 H 3.0104 -2.6486 5.6102

## Properties
SMILES: CCO.CCO.CCO.CCO.CCO.CCO.CCO.CCO.CCO.CCO.CCO
Relative energy (zero: lowest compared OMol25 entry of this formula, charge and spin), kJ/mol: 459.2
Max |F|, eV/A: 2.14
Frontier orbital gap, eV: 9.41
Highest occupied orbital energy, eV: -9.450
LUMO energy, eV: -0.04

# 2
A cluster of 11 separate species, C22H66O11S10 in total at a distorted geometry. Source: the OMol25 dataset; level of theory: wB97M-V/def2-TZVPD.

Element x y z (Å)
1 S 19.3810 7.2710 26.5440
2 S 11.6980 6.3700 25.2840
3 S 12.4060 12.8770 32.3350
4 S 10.6900 7.4550 33.5990
5 S 9.0560 8.0370 28.1360
6 S 16.5780 12.3910 27.3290
7 S 11.7650 3.7770 29.4340
8 S 18.0240 9.5900 30.6480
9 S 12.6200 12.5340 26.3220
10 S 18.1770 3.2850 31.0810
11 O 15.5020 13.2470 26.7620
12 O 16.0560 9.1390 28.3630
13 O 11.6710 8.3190 34.4890
14 O 11.5600 6.1120 26.8220
15 O 11.7140 11.9550 25.3260
16 O 12.9810 13.7820 31.0990
17 O 7.7150 8.5550 27.7330
18 O 18.5480 8.1830 31.1910
19 O 11.3820 4.4110 30.8030
20 O 19.6170 3.4010 31.5210
21 O 18.5660 8.3590 27.3140
22 C 12.8520 11.3800 27.6230
23 C 20.8310 6.9620 27.5000
24 C 16.9170 10.2520 31.8900
25 C 19.3760 10.6360 30.8310
26 C 18.0910 1.7340 30.1450
27 C 10.5730 7.6070 24.8210
28 C 16.8730 11.3360 25.9750
29 C 13.4750 3.7730 29.3120
30 C 11.6890 13.7400 27.2100
31 C 9.7490 9.0550 29.3720
32 C 8.7390 6.5770 29.1980
33 C 11.5510 7.3440 32.0970
34 C 13.2570 7.1970 25.0940
35 C 9.2520 8.5180 33.1090
36 C 11.4460 2.0430 29.6280
37 C 13.6510 12.9890 33.5750
38 C 17.9980 13.3780 27.0470
39 C 15.4040 7.8630 28.4930
40 C 14.0730 8.0790 29.3910
41 C 12.5950 11.1980 31.8270
42 C 17.7030 4.3690 29.7360
43 C 20.0520 8.1600 25.0960
44 H 16.9310 11.3490 31.5430
45 H 18.4880 4.0230 29.0120
46 H 9.4520 7.4320 24.8570
47 H 8.2550 6.9060 30.0650
48 H 14.1230 3.5580 30.2470
49 H 11.9630 8.0450 31.7160
50 H 17.0400 8.9180 28.1810
51 H 17.2630 11.7150 25.0590
52 H 10.5580 8.4970 29.8850
53 H 18.7710 1.7670 29.2920
54 H 11.2880 14.5730 26.7330
55 H 13.6620 10.9890 31.2750
56 H 21.6060 6.2650 27.0430
57 H 11.7360 10.9880 27.9600
58 H 10.5820 8.6170 25.4630
59 H 19.4190 10.8460 31.8050
60 H 15.2190 7.4960 27.4990
61 H 17.6660 10.5030 26.1110
62 H 21.3160 7.9000 27.7590
63 H 13.2930 7.4130 24.1960
64 H 17.3380 10.3430 32.6640
65 H 20.6450 8.8050 25.4730
66 H 15.9950 10.7240 25.8390
67 H 13.1280 12.4060 34.4070
68 H 11.6960 11.0430 31.4340
69 H 13.2380 8.9200 29.2840
70 H 13.5660 14.1860 33.9440
71 H 18.1740 14.3250 27.4830
72 H 8.9730 9.0940 34.0640
73 H 10.3940 1.7730 29.5820
74 H 12.3000 14.1080 27.8170
75 H 20.3090 10.1150 30.3810
76 H 8.6770 7.9780 32.2920
77 H 13.4810 10.6210 27.3770
78 H 13.2050 7.3120 29.3200
79 H 19.2390 8.4460 24.4950
80 H 17.8460 13.7750 26.0220
81 H 7.8630 5.8410 28.6350
82 H 13.6490 3.0250 28.5380
83 H 16.9670 1.3910 29.7570
84 H 16.7380 4.3040 29.2230
85 H 14.0530 6.5050 25.3940
86 H 12.5500 6.6910 32.0120
87 H 15.9590 9.8270 32.0600
88 H 13.4110 8.1440 25.8170
89 H 20.5580 6.2160 28.2080
90 H 18.2880 0.9410 30.8320
91 H 17.8470 5.4080 30.1030
92 H 18.7740 12.7040 27.1690
93 H 14.3240 8.2870 30.5860
94 H 16.0140 7.2030 28.8560
95 H 10.2000 9.7760 28.6480
96 H 13.6150 4.6210 28.8270
97 H 9.0030 9.1810 30.0790
98 H 12.6460 10.6170 32.8410
99 H 9.5500 6.0560 29.3340
100 H 10.9300 6.7280 31.4340
101 H 11.6530 1.6910 28.7270
102 H 14.6150 12.5240 33.3370
103 H 10.9390 13.3710 27.9810
104 H 19.1470 11.7300 30.5890
105 H 10.6660 7.8580 23.8430
106 H 9.7090 9.5280 32.7700
107 H 11.9640 1.5650 30.5590
108 H 20.5970 7.4420 24.5410
109 H 13.3490 11.7790 28.4620

## Properties
Relative energy (zero: lowest compared OMol25 entry of this formula, charge and spin), kJ/mol: 392.3
Max |F|, eV/A: 12.90
Frontier orbital gap, eV: 7.71
Highest occupied orbital energy, eV: -7.855
LUMO energy, eV: -0.15

Question: What is the formula in the second record?
Answer: C22H66O11S10

Question: Which of these has the lowest max |F|?
Answer: C22H66O11

Question: Which of these has the highest highest occupied orbital energy?
Answer: C22H66O11S10

Question: Number 1 is which compound?
Answer: C22H66O11